(1)
Entry from the Open Molecules 2025 dataset: a molecular structure, C48H42AsN3O3PtS4 (ωB97M-V/def2-TZVPD).

Values from the calculation:
Expectation value of S²: 6.05
Spin multiplicity: 5
LUMO (spin up / spin down) (eV): -5.9192 / -8.2082
Highest occupied orbital energy (spin up / spin down) (eV): -11.66 / -12.51
Total charge: +2
Energy relative to the best compared isomer or geometry (same formula, charge and spin) (kJ/mol): 35.6

Positions of all 102 atoms, in Å:
1 C -3.322 2.194 2.403
2 H -5.259 4.964 -1.211
3 N -0.285 -1.122 -1.422
4 C 2.310 0.411 1.775
5 N 2.731 0.723 -2.375
6 H -2.873 -3.451 -4.231
7 H 1.903 0.733 -4.251
8 H -0.915 -5.391 2.524
9 H -1.959 4.310 -4.880
10 Pt 0.784 0.862 -0.972
11 H -0.936 5.341 -1.087
12 H 1.543 0.964 2.314
13 C 2.389 3.955 -1.284
14 H 3.068 4.143 -0.461
15 H -1.408 -3.835 7.550
16 H -0.811 -3.835 -2.833
17 H -0.039 -7.472 1.561
18 H -2.460 3.096 0.597
19 C -0.998 2.765 -2.530
20 H 2.101 -1.255 6.087
21 C 0.392 3.338 -2.327
22 H -0.517 -2.679 -4.131
23 H 3.961 1.309 3.066
24 S -3.718 3.384 -2.260
25 As -0.446 -2.436 1.993
26 C -1.639 2.630 -6.299
27 N -2.882 0.986 0.375
28 O -0.242 2.800 1.956
29 C -2.205 -3.987 5.560
30 H 3.588 4.657 -2.981
31 O -1.072 1.561 -1.800
32 C -3.142 5.486 -0.938
33 H 0.543 -2.513 6.872
34 C -1.646 3.283 -5.028
35 H -2.091 0.330 0.547
36 H -2.768 2.463 3.300
37 C 3.357 -0.870 4.442
38 C 4.016 1.184 -4.327
39 C -0.165 -5.341 1.746
40 C 1.165 -1.749 2.813
41 H -1.943 3.103 -7.223
42 H 2.499 -5.219 -1.050
43 H 1.681 -7.401 -0.215
44 H -2.789 -3.977 3.488
45 H 4.039 1.303 -5.402
46 C -4.135 0.467 0.979
47 C 1.063 3.429 -1.118
48 H -3.074 -4.551 5.873
49 C 1.297 -6.480 0.206
50 C 1.759 -5.256 -0.260
51 H -2.866 1.153 -0.633
52 H -2.852 -1.736 -3.798
53 H -4.988 1.002 0.563
54 C -2.408 2.172 1.165
55 C 5.159 1.336 -3.565
56 C 3.598 -0.909 2.976
57 C 1.140 -1.832 4.220
58 C 2.818 0.875 -3.688
59 C -2.038 -3.676 4.208
60 C -4.208 4.757 -1.352
61 C -1.896 4.905 -1.328
62 H 4.443 -1.568 2.759
63 H -1.107 0.624 -7.017
64 H -3.230 6.403 -0.371
65 C -1.213 2.486 -4.018
66 C 5.072 1.181 -2.188
67 H 5.944 1.300 -1.557
68 C 1.263 -4.075 0.278
69 C -2.586 -2.737 -3.462
70 C 2.331 -1.164 2.128
71 C 3.740 0.505 2.365
72 S 1.366 3.867 -3.623
73 C 0.315 -4.116 1.297
74 C 2.318 0.661 0.320
75 H -4.234 -0.595 0.764
76 C -0.922 -2.975 3.808
77 C 3.611 0.727 -0.194
78 C -1.075 -2.844 -3.208
79 H 6.106 1.573 -4.031
80 H -4.112 2.933 2.264
81 C -1.205 1.348 -6.221
82 C -3.940 0.792 2.456
83 C -0.925 1.897 1.493
84 C -0.621 -1.869 -2.224
85 H 0.565 3.374 -0.155
86 C 2.679 4.237 -2.574
87 H -3.242 0.081 2.902
88 C -1.271 -3.575 6.509
89 S -0.821 0.908 -4.606
90 C 0.012 -2.526 4.769
91 C 2.214 -1.291 5.011
92 C 0.332 -6.520 1.202
93 C 3.841 0.879 -1.627
94 H -3.147 -2.966 -2.556
95 H 2.557 -1.725 1.224
96 H 1.600 -3.129 -0.127
97 C -2.043 3.747 -2.028
98 O -0.532 0.710 1.176
99 C -0.173 -2.834 6.126
100 H 4.169 -0.499 5.061
101 S 4.883 0.610 0.960
102 H -4.873 0.763 3.016

Löwdin atomic charge list, values in e, 8 entries: -0.09 0.07 0.10 -0.21 0.04 0.09 0.07 0.09

---

(2)
Entry from the Open Molecules 2025 dataset: 2 unconnected molecules or ions with the total composition C5H16N2O (ωB97M-V/def2-TZVPD).

Values from the calculation:
Expectation value of S²: 0.75
Spin multiplicity: 2
LUMO (spin up / spin down) (eV): 3.8154 / 3.7259
Highest occupied orbital energy (spin up / spin down) (eV): 1.31 / -5.85
Total charge: -1
Energy relative to the best compared isomer or geometry (same formula, charge and spin) (kJ/mol): 0.4

Positions of all 24 atoms, in Å:
1 C -1.227 -1.849 -0.549
2 O 1.389 2.283 1.010
3 H 1.473 1.669 -2.238
4 N 1.866 0.739 -2.276
5 H -2.207 -2.142 -0.163
6 C -2.083 0.025 2.195
7 N 0.618 -0.140 -0.362
8 H 1.232 2.978 0.356
9 H -2.557 -0.669 2.890
10 H 2.726 0.731 -1.746
11 H 1.060 1.431 0.647
12 H 0.066 -0.070 2.016
13 H -0.708 -1.625 1.870
14 H -1.413 0.257 -0.310
15 C -0.806 -0.574 1.593
16 H -1.339 -1.786 -1.639
17 H 1.259 -0.706 0.191
18 H -1.878 0.924 2.787
19 H 0.016 -0.221 -2.353
20 H 1.399 -1.234 -2.003
21 C -0.750 -0.536 0.051
22 H -0.516 -2.664 -0.380
23 C 0.941 -0.263 -1.785
24 H -2.779 0.359 1.426

Löwdin atomic charge list, values in e, 8 entries: -0.27 -0.13 0.03 -0.02 0.04 -0.14 -0.08 0.01

---

(3)
Entry from the Open Molecules 2025 dataset: a gas-phase ion, C7H15IN3 (charge +1) (ωB97M-V/def2-TZVPD).

Values from the calculation:
LUMO (eV): -2.7418
Highest occupied orbital energy (eV): -12.17
Total charge: +1
SMILES: C[C@H]1C[C@H](/N=C(/N)I)C[N@@H+]1C
Energy relative to the best compared isomer or geometry (same formula, charge and spin) (kJ/mol): 0.0

Positions of all 26 atoms, in Å:
1 H 0.679 0.983 -1.793
2 C -0.117 -0.668 1.066
3 H -1.545 -2.594 -0.548
4 N 3.787 1.638 1.776
5 C -2.163 -1.879 0.092
6 C -1.419 -0.544 0.238
7 C 0.136 0.744 -0.811
8 C -2.190 0.547 -1.697
9 H -3.020 -0.023 -1.507
10 H -2.003 0.267 0.643
11 H -2.565 -2.232 1.118
12 H 1.338 -0.936 -0.405
13 H -2.455 1.542 -1.235
14 N 1.806 0.800 0.888
15 H -0.653 -0.790 -1.593
16 H 3.109 2.189 2.337
17 H 0.184 -1.649 1.213
18 I 4.447 -0.556 -0.189
19 H -0.048 1.673 -0.239
20 C 3.162 0.807 1.002
21 H 4.764 1.818 1.708
22 H -0.030 -0.068 2.029
23 H -3.116 -1.708 -0.385
24 N -1.034 -0.008 -1.069
25 H -2.058 0.696 -2.756
26 C 1.003 -0.053 0.116

Löwdin atomic charge list, values in e, 8 entries: 0.18 -0.04 0.13 0.08 -0.02 -0.31 -0.12 0.02

---

(4)
Entry from the Open Molecules 2025 dataset: C4H4ClN3 in the gas phase (ωB97M-V/def2-TZVPD).

Values from the calculation:
LUMO (eV): 0.6218
Highest occupied orbital energy (eV): -9.70
SMILES: Cc1nc2n(n1)[C@@H]2Cl
Energy relative to the best compared isomer or geometry (same formula, charge and spin) (kJ/mol): 481.1

Positions of all 12 atoms, in Å:
1 C -0.753 0.236 -0.014
2 Cl 3.313 0.875 -0.130
3 N -0.001 0.239 1.107
4 N -0.104 -0.408 -1.120
5 C 1.019 -0.737 -0.598
6 H -2.453 0.081 -1.142
7 H 3.016 -1.305 0.369
8 C -2.292 0.515 -0.111
9 N 1.044 -0.440 0.759
10 H -2.685 -0.186 0.630
11 H -2.476 1.601 0.112
12 C 2.371 -0.470 0.139

Löwdin atomic charge list, values in e, 8 entries: -0.32 0.74 0.10 0.13 -0.24 0.08 0.08 -0.02

---

(5)
Entry from the Open Molecules 2025 dataset: C3H6N2S2 in the gas phase (ωB97M-V/def2-TZVPD).

Values from the calculation:
LUMO (eV): 0.5312
Highest occupied orbital energy (eV): -8.43
SMILES: S=C(NS)N1CC1
Energy relative to the best compared isomer or geometry (same formula, charge and spin) (kJ/mol): 281.9

Positions of all 13 atoms, in Å:
1 H -0.787 -2.244 -0.098
2 C 0.234 0.854 0.593
3 H -1.252 -0.753 -1.957
4 N 1.565 1.108 0.613
5 H 2.206 -0.760 -0.720
6 N 0.029 -0.197 -0.334
7 H -1.825 0.810 -0.834
8 H 1.932 1.623 1.362
9 H -1.595 -1.098 1.168
10 C -1.082 -1.198 0.115
11 S -0.837 1.422 1.631
12 S 2.675 0.650 -0.529
13 C -1.263 -0.216 -1.011

Löwdin atomic charge list, values in e, 8 entries: 0.10 -0.98 0.10 -0.45 -0.03 -0.17 0.13 0.05

---

(6)
Entry from the Open Molecules 2025 dataset: 2 unconnected molecules or ions with the total composition CH5O4PS (ωB97M-V/def2-TZVPD).

Values from the calculation:
Expectation value of S²: 2.01
Spin multiplicity: 3
LUMO (spin up / spin down) (eV): 0.0148 / -4.0081
Highest occupied orbital energy (spin up / spin down) (eV): -5.77 / -10.74
Energy relative to the best compared isomer or geometry (same formula, charge and spin) (kJ/mol): 61.3

Positions of all 12 atoms, in Å:
1 S -0.665 -2.266 2.969
2 H -0.060 1.563 -1.368
3 H 1.275 0.460 -0.677
4 P -0.419 -2.643 1.092
5 H 0.333 0.906 1.930
6 O -0.522 0.405 0.300
7 O 0.887 -2.133 0.429
8 O -0.003 1.475 1.179
9 O -1.390 -3.270 0.250
10 H 1.495 -1.603 0.941
11 H -0.108 -0.191 -1.548
12 C 0.217 0.582 -0.825

Löwdin atomic charge list, values in e, 8 entries: 0.47 0.12 0.07 0.06 0.10 -0.22 -0.21 -0.04

---

(7)
Entry from the Open Molecules 2025 dataset: a molecular structure, C3H7Li2O5 (ωB97M-V/def2-TZVPD).

Values from the calculation:
LUMO (eV): 0.5780
Highest occupied orbital energy (eV): -4.05
Total charge: -1

Positions of all 17 atoms, in Å:
1 C -0.925 -0.765 -3.914
2 O -2.084 1.419 2.104
3 H 3.968 -2.124 -0.113
4 H 4.537 -1.492 1.386
5 O 2.449 -1.560 1.081
6 H -2.394 3.388 2.230
7 O -1.314 -1.527 -3.047
8 H -3.701 2.347 3.054
9 O -0.263 0.226 -3.509
10 C -2.652 2.496 2.801
11 O -1.383 -0.987 -5.116
12 Li 0.258 -0.158 3.737
13 H 3.846 -0.468 -0.002
14 H -1.699 -1.831 -4.786
15 H -2.184 2.655 3.773
16 Li -0.225 -0.265 -0.307
17 C 3.765 -1.353 0.629

Löwdin atomic charge list, values in e, 8 entries: -0.96 -0.51 0.03 0.03 -0.52 0.04 -0.07 0.04

---

(8)
Entry from the Open Molecules 2025 dataset: a molecular structure, C20H24N4O7PRuSTe (ωB97M-V/def2-TZVPD).

Values from the calculation:
Expectation value of S²: 0.80
Spin multiplicity: 2
LUMO (spin up / spin down) (eV): -0.5111 / -1.4218
Highest occupied orbital energy (spin up / spin down) (eV): -7.40 / -7.32
Energy relative to the best compared isomer or geometry (same formula, charge and spin) (kJ/mol): 137.1

Positions of all 59 atoms, in Å:
1 C 2.795 -1.156 -0.287
2 C 2.100 -2.366 0.027
3 H -1.009 -3.231 0.605
4 C 5.658 2.409 2.120
5 C 1.996 -4.745 0.396
6 C 0.644 -4.634 0.565
7 N 0.752 -2.280 0.223
8 H -4.340 -3.811 -2.018
9 C 3.946 1.282 3.380
10 H -3.617 -0.872 -2.547
11 C -1.938 1.550 -0.879
12 H 2.487 -5.709 0.465
13 C 3.701 1.583 1.015
14 O -2.922 1.996 -1.492
15 O -4.119 -2.153 1.105
16 O -1.276 0.508 -1.216
17 C 5.170 1.937 3.329
18 H -2.615 -2.251 -3.006
19 H 0.386 2.223 0.750
20 H 5.902 -2.499 -0.509
21 C 3.207 1.104 2.221
22 P -3.188 -1.158 0.275
23 H -1.892 3.077 0.517
24 H 2.260 0.578 2.243
25 H -5.003 -2.837 -3.338
26 C -3.375 -1.908 -2.307
27 C 4.831 -2.486 -0.354
28 H -4.795 -2.588 3.618
29 C 0.055 -3.366 0.474
30 H 5.746 2.073 4.235
31 O 1.728 2.452 -0.433
32 H -5.370 -2.413 -1.661
33 S 2.741 1.424 -0.482
34 C 4.173 -3.646 -0.068
35 H 3.570 0.904 4.321
36 H -0.612 1.567 1.945
37 N -1.563 2.153 0.298
38 H 4.734 -0.380 -0.743
39 C 4.925 2.231 0.955
40 C -3.562 -3.173 1.961
41 H -2.626 -2.809 2.384
42 C 2.774 -3.602 0.121
43 C -4.597 -2.797 -2.326
44 H -5.500 -3.856 2.604
45 H 6.615 2.914 2.080
46 O 3.673 1.467 -1.575
47 C 4.160 -1.252 -0.474
48 H 0.024 -5.497 0.766
49 O -1.966 -0.826 1.080
50 O -2.721 -1.936 -1.020
51 Ru -0.009 -0.279 0.176
52 C -4.573 -3.484 3.038
53 H 5.294 2.580 0.000
54 Te -4.851 0.547 -0.166
55 N 2.000 -0.007 -0.347
56 H -3.358 -4.054 1.347
57 H 4.694 -4.591 0.008
58 H -4.174 -4.244 3.711
59 N -0.429 1.638 0.951

Löwdin atomic charge list, values in e, 8 entries: -0.26 -0.15 0.08 -0.07 0.00 -0.04 -0.01 0.08

---

Calculated F_max (eV/A), listed in the same order as above: 1.02 0.68 6.16 4.15 3.18 5.85 6.86 1.11
Calculated energy (Ha), listed in the same order as above: -6191.48883 -384.79540 -737.39878 -779.12712 -1023.69557 -1081.38127 -509.67711 -2624.76878